1.
27
Properties=species:S:1:pos:R:3:forces:R:3 method="wB97M-V/def2-TZVPD" de_lowest_kj_mol=411.7 max_force_ev_per_a=3.473 homo_lumo_gap_ev=8.51
C -1.589956 1.967515 1.297432 -0.826 -0.606 -0.586
C 0.369911 -0.230952 2.007013 -0.198 -0.675 -2.100
C -2.421592 1.326310 0.414483 -0.064 1.459 0.918
N -1.774748 2.021308 2.642389 0.264 -0.152 0.046
H -0.698348 2.466469 0.945821 -0.028 0.222 -0.052
H -2.456240 1.385825 3.030166 0.012 0.089 -0.001
H -0.947091 2.131917 3.209155 -0.107 -0.064 -0.044
H -3.325737 0.867567 0.798034 -0.009 -0.120 0.012
H 0.807501 0.559848 2.621119 -0.082 0.518 -0.562
H -0.461713 -0.628105 2.592289 -0.023 -0.299 -0.012
H 1.165130 -0.973711 1.925287 -0.012 -0.394 0.392
H -1.425120 0.098210 -0.097719 1.389 -2.531 -1.929
H -2.484912 1.702614 -0.596751 0.297 -0.234 -0.174
C 0.074388 -0.318483 -1.770960 -0.679 0.159 -0.504
C 2.578305 -0.397647 -1.244123 -0.024 -0.021 0.152
C 1.394521 -1.053039 -1.892491 0.019 -0.072 0.432
N -0.711892 -0.709029 -0.609868 -0.652 1.411 1.056
C 1.473365 -2.252455 -2.459553 -0.226 0.035 0.190
H -0.028137 -0.311864 0.679694 1.098 0.696 3.107
H -0.881833 -1.708914 -0.579102 -0.408 0.399 0.182
H 0.240872 0.760817 -1.702609 0.092 -0.023 -0.036
H -0.514803 -0.492617 -2.678542 0.146 0.095 -0.199
H 2.379357 -0.188724 -0.192666 -0.103 0.011 0.095
H 2.785778 0.566349 -1.713654 0.042 -0.009 -0.073
H 3.469376 -1.020699 -1.298157 0.029 0.007 -0.082
H 0.615619 -2.712626 -2.931212 -0.115 -0.004 -0.035
H 2.367999 -2.855883 -2.395474 0.170 0.105 -0.191

---

2.
19
Properties=species:S:1:pos:R:3:forces:R:3 method="wB97M-V/def2-TZVPD" smiles="CN=P(C)(C)OC" de_lowest_kj_mol=338.8 max_force_ev_per_a=5.442 homo_lumo_gap_ev=8.41
C 2.607992 0.668477 -0.981970 1.580 0.238 -2.137
N 1.766973 -0.217646 -0.271218 -5.066 -0.250 1.969
P 0.192799 -0.178525 0.264662 3.198 -2.171 -2.180
C 0.056681 -0.533069 2.041298 0.575 -1.644 0.792
C -0.908801 -1.654673 -0.387879 -0.151 3.428 0.706
O -0.715732 1.116355 0.039424 0.867 0.155 0.707
C -1.927734 1.343207 -0.611769 0.656 1.651 1.018
H 3.496232 0.064953 -1.262723 0.011 0.208 0.607
H 3.021990 1.536529 -0.397420 -0.678 -0.468 -0.674
H 2.372191 0.941770 -2.101000 -0.531 0.184 2.039
H 0.562571 0.215763 2.640016 0.076 0.246 -0.027
H -1.001186 -0.578220 2.342645 0.295 0.102 -0.173
H 0.536664 -1.553783 2.347426 -0.784 1.795 -0.919
H -1.722398 -1.660426 0.354439 -0.219 0.125 -0.604
H -1.253694 -1.447112 -1.425741 0.352 -0.622 0.811
H -0.379380 -2.530409 -0.177066 1.036 -1.400 -0.441
H -2.016617 0.869191 -1.505467 -0.300 -2.177 -2.398
H -1.921221 2.359764 -0.921994 0.093 1.204 0.021
H -2.767328 1.237853 0.014336 -1.010 -0.602 0.884

---

3.
21
Properties=species:S:1:pos:R:3:forces:R:3 method="wB97M-V/def2-TZVPD" smiles=CC(C)CCCO de_lowest_kj_mol=79.7 max_force_ev_per_a=2.206 homo_lumo_gap_ev=11.22
C 0.669497 2.170450 -0.223079 0.050 0.445 -0.475
C 0.938857 0.669467 -0.302045 -1.210 -0.077 0.590
C 2.337167 0.336444 0.189058 -0.236 -0.133 0.109
C -0.179541 -0.064535 0.524995 1.102 0.591 0.131
C -1.401641 -0.445634 -0.265315 -1.276 0.338 -1.768
C -2.104185 -1.751462 0.060723 -0.218 0.263 0.027
O -1.379214 -2.914266 -0.305542 0.569 0.106 0.320
H 1.360103 2.784051 -0.813697 0.063 -0.295 -0.090
H 0.775278 2.543631 0.799143 -0.222 -0.149 0.056
H -0.332812 2.403449 -0.609480 0.136 -0.026 0.292
H 0.738492 0.348351 -1.319502 0.581 -0.088 -0.367
H 3.077014 0.734412 -0.512370 0.101 -0.157 0.316
H 2.480788 -0.732416 0.367310 0.059 -0.053 -0.520
H 2.475831 0.757607 1.186077 0.151 0.387 -0.059
H -0.409980 0.615578 1.349168 -0.236 -0.305 0.201
H 0.289310 -0.950076 0.963667 -0.167 -0.142 0.058
H -2.195741 0.306078 -0.388236 0.105 0.332 1.237
H -1.217811 -0.434008 -1.347182 0.826 -0.704 -0.049
H -2.407976 -1.748687 1.108807 0.254 -0.245 0.342
H -3.046094 -1.805247 -0.484120 0.067 -0.003 -0.218
H -0.467344 -2.823195 0.021626 -0.499 -0.084 -0.134

---

4.
19
Properties=species:S:1:pos:R:3:forces:R:3 method="wB97M-V/def2-TZVPD" de_lowest_kj_mol=382.1 charge=-1 max_force_ev_per_a=3.076 homo_lumo_gap_ev=5.57
C 1.372868 -0.137842 2.978848 -0.968 0.607 -0.147
C 1.898457 -0.653000 4.046999 0.686 -0.107 -1.028
C 1.418658 -0.937988 1.657976 -1.804 1.410 1.185
C 0.512502 0.528312 0.086619 0.807 2.568 1.169
C 0.254786 -0.829497 0.731171 1.421 0.751 -0.401
C -1.155570 -0.826508 1.164697 -1.817 0.385 1.725
C 0.839457 0.784598 -2.568863 -1.370 2.531 0.968
O 2.508512 -1.143794 4.894807 0.259 -0.460 1.295
O 2.408762 -1.540385 1.379443 1.778 -1.318 -0.239
S 1.835834 0.881375 -1.013634 -0.344 0.088 -0.332
H 0.837034 0.793848 3.178415 -0.047 -0.335 -0.531
H 0.559491 1.420233 0.840641 -0.564 -1.777 -0.873
H 0.482110 -1.651189 0.076980 -0.237 -0.258 -0.913
H -1.527928 -1.849272 1.458093 0.112 0.900 -0.296
H -1.743524 -0.338415 0.333252 0.409 -0.817 0.872
H -1.294257 -0.138780 2.079578 0.148 -0.961 -1.239
H 0.304552 -0.057347 -2.202868 -1.414 -0.393 -0.547
H 1.438104 0.471271 -3.349704 1.389 -0.473 -1.915
H 0.167162 1.744375 -2.922979 1.557 -2.342 1.246

---

5.
7
Properties=species:S:1:pos:R:3:forces:R:3 method="wB97M-V/def2-TZVPD" de_lowest_kj_mol=45.2 charge=+1 max_force_ev_per_a=2.202 homo_lumo_gap_ev=12.29
K -30.218328 33.958352 -6.675447 -0.076 -0.118 0.166
O -30.282453 33.657529 -3.796857 1.119 1.176 -0.842
H -30.550996 32.805620 -3.534421 -1.184 -1.767 0.571
H -29.367927 33.628294 -3.491833 0.084 0.576 0.154
O -27.805659 32.494802 -6.175637 -0.777 0.331 0.869
H -27.262471 33.177322 -6.591781 0.365 -0.223 0.526
H -27.767987 32.577375 -5.189218 0.470 0.025 -1.445

---

6.
23
Properties=species:S:1:pos:R:3:forces:R:3 method="wB97M-V/def2-TZVPD" smiles=Cc1ccccc1.CC de_lowest_kj_mol=65.6 max_force_ev_per_a=2.167 homo_lumo_gap_ev=10.08
C -2.251603 -1.776200 0.054126 -0.097 -0.017 1.094
C -0.766404 -1.481525 0.186729 -1.381 0.427 0.248
C -0.345827 -0.243959 0.722077 0.155 -0.248 -0.989
C 1.005272 -0.026738 0.881892 0.904 -0.111 0.292
C 1.930404 -1.022981 0.548304 -0.143 -0.356 0.110
C 1.491056 -2.200472 -0.022291 0.244 -1.525 0.087
C 0.118330 -2.487002 -0.147000 1.034 1.128 -0.189
H -2.804489 -1.205657 0.818160 0.140 -0.287 -0.148
H -2.403166 -2.847868 0.258153 -0.179 0.375 -0.178
H -2.733380 -1.518090 -0.880812 0.294 0.003 -0.454
H -1.038502 0.594689 0.863509 0.055 -0.663 0.229
H 1.399994 0.896125 1.290122 -0.239 0.096 0.035
H 2.990953 -0.996285 0.800673 -0.266 0.607 -0.220
H 2.263536 -2.966500 -0.266675 -0.819 0.573 0.117
H -0.283770 -3.404805 -0.554669 0.278 -0.123 0.031
C -0.515232 3.281623 -0.322817 -1.808 -0.978 0.686
C 0.084458 4.148838 -1.387062 -0.101 -0.046 -1.587
H -0.198483 2.244784 -0.153747 0.889 0.488 -0.440
H -0.539409 3.754964 0.675011 -0.033 -0.040 -0.466
H -1.573442 3.073944 -0.638240 0.568 0.517 0.499
H -0.081364 3.733763 -2.401350 0.659 -0.546 0.482
H -0.592063 4.989198 -1.545722 0.489 0.709 0.687
H 1.146767 4.431309 -1.283700 -0.642 0.018 0.075

---

7.
54
Properties=species:S:1:pos:R:3:forces:R:3 method="wB97M-V/def2-TZVPD" s2=3.7631 de_lowest_kj_mol=80.4 charge=-3 spin_multiplicity=4 max_force_ev_per_a=4.648 homo_lumo_gap_ev="8.40 / 8.94"
Cr -0.035251 0.165585 0.001266 -2.804 -1.335 -0.125
As 0.849249 -0.871813 3.536188 -0.813 0.564 1.336
F 0.736982 -0.485460 1.761194 0.646 -0.091 -0.374
F 2.085750 0.315756 3.785118 -0.291 -0.333 -0.220
F 0.765391 -1.255553 5.257368 0.462 -0.020 -0.597
F -0.385495 -2.039734 3.239064 0.433 -0.025 -0.025
F 2.084487 -2.040401 3.224404 -0.269 0.085 -0.036
F -0.354512 0.355093 3.800127 0.350 -0.274 -0.249
As 0.642445 3.646786 0.857596 1.078 0.832 0.070
F 0.223026 1.846132 0.821158 -0.058 0.750 0.556
F 0.975632 3.539689 2.554243 -0.353 -0.213 -0.508
F 1.202671 5.323336 0.872624 -0.704 -0.702 -0.119
F 0.303621 3.684106 -0.830677 0.121 0.090 0.277
F -1.029767 3.984362 1.176615 0.780 -0.005 0.009
F 2.271520 3.113686 0.517142 -0.595 0.218 0.058
C 3.422839 -1.979952 -0.403555 -1.827 1.328 0.171
F 4.605605 -2.192842 0.151822 0.453 -0.315 -0.230
F 3.273915 -2.589330 -1.556207 0.842 -0.035 -0.168
F 2.469986 -2.437487 0.396286 0.131 -0.078 0.387
S 3.216007 -0.053144 -0.439006 -0.370 -0.082 1.346
O 3.160484 0.305753 0.945248 -0.233 -0.316 -0.488
O 4.333641 0.428330 -1.198006 -0.592 0.010 -0.373
N 1.624361 0.263549 -1.113181 4.525 -0.569 -0.900
S 1.852894 0.211463 -2.754756 -2.356 -1.072 -2.780
O 2.905228 -0.627508 -3.310823 -0.245 1.402 1.524
O 0.571801 -0.041861 -3.358726 0.265 0.327 0.620
C 2.160437 2.002027 -3.327770 0.765 -0.358 2.153
F 3.026176 2.627968 -2.524279 0.703 -0.116 0.090
F 2.692532 1.951572 -4.536618 -0.263 0.105 -0.704
F 1.073062 2.716602 -3.259482 -0.709 -0.188 -0.872
C -0.383843 -4.343797 -0.034478 0.514 1.435 -0.919
F -1.190009 -5.346190 -0.365237 -0.186 -0.450 0.015
F -0.646547 -3.941620 1.186197 -0.226 -0.080 0.426
F 0.882785 -4.774104 -0.076848 0.084 -0.471 0.203
S -0.540871 -2.949272 -1.308448 -0.596 0.449 -1.027
O -1.903452 -2.988571 -1.782244 0.798 -0.264 0.509
O -0.252823 -1.740284 -0.482777 0.243 -0.246 0.008
O 0.503328 -3.235880 -2.269024 -0.417 0.010 0.655
C -3.329634 -1.616280 2.791125 0.494 1.113 -0.680
F -2.739188 -2.755678 2.471768 -0.009 -0.124 0.017
F -4.638604 -1.867519 2.940239 -0.260 -0.015 0.102
F -2.866660 -1.161891 3.950756 -0.036 -0.181 0.173
S -3.165719 -0.308621 1.423348 -0.951 0.734 -1.688
O -3.792187 0.894311 1.955558 0.809 -1.161 0.227
O -1.727176 -0.141458 1.087732 -0.132 0.077 0.948
O -3.868794 -0.939322 0.327841 0.141 -0.059 0.773
C -3.094339 2.882131 -1.648527 1.501 -0.889 -0.245
F -4.270223 3.134142 -2.211933 -0.441 -0.088 -0.361
F -2.307224 3.941515 -1.838979 -0.073 0.430 -0.064
F -3.264014 2.715176 -0.357522 -0.254 -0.134 0.418
S -2.189210 1.386648 -2.424694 -0.552 -1.332 -1.306
O -1.174394 1.089353 -1.373511 0.511 0.233 0.352
O -3.143636 0.304867 -2.581817 0.442 1.268 0.399
O -1.622287 1.895633 -3.662899 -0.476 0.163 1.237